Entry 1:
DFT (ωB97M-V with the def2-TZVPD basis set) results for the molecule C5H11N3.

## Properties
LUMO energy, eV: 0.85
Multiplicity: 1
SMILES: C/N=C(\C)C=C(N)N
ΔE to the lowest compared entry with this formula, charge and spin, kcal/mol: 50.0
Frontier orbital gap, eV: 7.529
DFT total energy, eV: -9831.738

Last column: Löwdin charge in e.
CARTESIAN COORDINATES (ANGSTROEM)
1 C 0.5389 -0.7550 -2.0132  -0.1690
2 N 0.6100 -0.3166 -0.6343  -0.0774
3 C 0.0329 0.8422 -0.2928  -0.4230
4 C -0.1460 2.0301 -1.1978  -0.0474
5 C -0.4452 0.7757 1.0296  -0.0751
6 C -0.1739 -0.5468 1.5086  -0.4132
7 N -0.9691 -1.6083 1.1492  0.1264
8 N 0.4914 -0.6936 2.6939  0.1562
9 H 1.1981 -1.6124 -2.1711  0.0595
10 H 0.8435 0.0204 -2.7272  0.0615
11 H -0.4782 -1.0747 -2.2958  0.0671
12 H -0.8799 1.8121 -1.9790  0.0781
13 H -0.5028 2.8945 -0.6345  0.0709
14 H 0.7993 2.2838 -1.6840  0.0786
15 H -0.5904 1.6298 1.6781  0.0823
16 H -0.8405 -2.5449 1.5088  0.1010
17 H -1.3808 -1.4630 0.2323  0.1097
18 H 0.6571 -1.6466 2.9907  0.1017
19 H 1.2359 -0.0269 2.8386  0.1120

Cartesian forces (eV/Å) of the 6 atoms listed first:
C 0.27 0.32 0.00
N -0.01 0.98 -0.49
C -0.07 -1.36 0.00
C -0.13 -0.10 -0.02
C 0.97 0.37 -0.93
C -1.80 -0.35 1.76

Entry 2:
DFT (ωB97M-V with the def2-TZVPD basis set) results for a cluster of 4 separate species, C19H26F9O6P in total.

## Properties
LUMO energy, eV: 0.66
Multiplicity: 1
SMILES: CCOC(=O)C(F)(F)F.CCOC(=O)C(F)(F)F.CCOC(=O)C(F)(F)F.[PH4]Cc1ccccc1
Frontier orbital gap, eV: 8.457
DFT total energy, eV: -66154.304

Last column: Löwdin charge in e.
CARTESIAN COORDINATES (ANGSTROEM)
1 C -5.0127 5.7610 -2.4977  -0.0590
2 C -5.3128 5.3866 -1.0631  -0.1929
3 O -5.7463 4.0149 -0.9603  0.0364
4 C -4.7891 3.1021 -0.9527  -0.4004
5 O -3.6112 3.2939 -1.0216  0.1646
6 C -5.4079 1.7021 -0.7956  -0.5497
7 F -6.4674 1.5413 -1.5944  0.1703
8 F -5.8134 1.5223 0.4697  0.1647
9 F -4.5147 0.7651 -1.0858  0.1716
10 H -5.8763 5.5604 -3.1323  0.0840
11 H -4.7651 6.8197 -2.5645  0.0833
12 H -4.1735 5.1852 -2.8862  0.0781
13 H -6.1406 5.9769 -0.6769  0.1253
14 H -4.4534 5.5505 -0.4146  0.1256
15 C -1.0554 -2.1956 -4.1385  -0.0559
16 C -1.6870 -3.5563 -3.9511  -0.1897
17 O -1.0795 -4.5401 -4.8137  0.0337
18 C 0.0619 -5.0585 -4.3883  -0.4049
19 O 0.6369 -4.7992 -3.3739  0.1683
20 C 0.5545 -6.1136 -5.3955  -0.5516
21 F 0.4558 -5.6699 -6.6526  0.1671
22 F -0.1835 -7.2264 -5.2864  0.1668
23 F 1.8232 -6.4280 -5.1606  0.1747
24 H -1.0959 -1.8937 -5.1857  0.0828
25 H -1.5775 -1.4527 -3.5361  0.0811
26 H -0.0079 -2.2076 -3.8379  0.0720
27 H -2.7368 -3.5349 -4.2347  0.1251
28 H -1.6288 -3.8864 -2.9147  0.1249
29 C 6.3281 2.0707 6.9134  -0.0600
30 C 5.0734 1.8147 6.1077  -0.1953
31 O 5.2900 2.0721 4.7063  0.0326
32 C 5.8762 1.1009 4.0223  -0.4039
33 O 6.2420 0.0451 4.4437  0.1719
34 C 5.9935 1.5116 2.5440  -0.5539
35 F 6.4375 2.7676 2.4192  0.1662
36 F 4.7946 1.4305 1.9548  0.1387
37 F 6.8332 0.7107 1.8976  0.1746
38 H 6.6925 3.0834 6.7391  0.0834
39 H 6.1227 1.9484 7.9761  0.0825
40 H 7.1217 1.3789 6.6334  0.0782
41 H 4.2805 2.4976 6.4042  0.1247
42 H 4.7074 0.7979 6.2431  0.1255
43 P 2.4440 -1.0423 0.8880  0.7122
44 C 1.0471 -1.8429 -0.2514  -0.3474
45 C -0.2892 -1.4143 0.2662  -0.3636
46 C -1.0507 -2.2725 1.0603  -0.0530
47 C -2.2754 -1.8346 1.5714  -0.0839
48 C -2.7204 -0.5562 1.2823  -0.1057
49 C -1.9704 0.3122 0.4961  -0.0829
50 C -0.7504 -0.1260 -0.0129  -0.0649
51 H 2.9116 -2.3411 1.2451  -0.0285
52 H 2.9083 -0.2856 -0.2315  -0.0218
53 H 1.4419 -0.4312 1.6906  -0.0070
54 H 3.4543 -0.4546 1.7211  -0.1254
55 H 1.1350 -2.9284 -0.2485  0.0639
56 H 1.1557 -1.4838 -1.2737  0.0589
57 H -0.6745 -3.2576 1.2876  0.1037
58 H -2.8456 -2.5201 2.1794  0.0976
59 H -3.6593 -0.2088 1.6898  0.0938
60 H -2.3183 1.3106 0.2917  0.0840
61 H -0.1324 0.5277 -0.6107  0.1084

Cartesian forces (eV/Å) of the 6 atoms listed first:
C 0.02 -0.24 -0.11
C 0.05 0.49 -0.05
O -0.04 -0.11 0.07
C -0.04 0.30 0.00
O 0.07 -0.11 0.02
C -0.08 -0.24 -0.05

Entry 3:
DFT (ωB97M-V with the def2-TZVPD basis set) results for a cluster of 2 separate species, C13H31BFO6P in total.

## Properties
LUMO energy, eV: 0.48
Multiplicity: 1
SMILES: CCOCCB(CCCO)C[C@H](C)F.COP(=O)(OC)OC
Frontier orbital gap, eV: 10.333
DFT total energy, eV: -38953.532

Last column: Löwdin charge in e.
CARTESIAN COORDINATES (ANGSTROEM)
1 C 6.5048 -1.4900 -1.1226  -0.0732
2 C 5.8347 -0.3671 -0.3384  -0.2788
3 O 4.5276 -0.7429 0.0591  -0.1523
4 C 3.5154 -0.2760 -0.8217  -0.2499
5 C 2.1788 -0.8073 -0.3543  -0.0747
6 B 0.8836 -0.1049 -0.9133  -0.2742
7 C 0.9328 1.4262 -1.3132  -0.1252
8 C 1.4470 1.6143 -2.7554  -0.1735
9 C 0.3513 1.4167 -3.8189  -0.2545
10 O 0.4450 0.1753 -4.5083  -0.0688
11 C -0.5106 -0.8303 -1.0283  -0.0641
12 C -0.5538 -2.3214 -0.8016  -0.3952
13 C -0.0484 -3.1322 -1.9769  -0.0278
14 F -1.9101 -2.6981 -0.6059  -0.0592
15 H 6.6529 -2.3491 -0.4685  0.0747
16 H 5.8483 -1.7906 -1.9406  0.0686
17 H 7.4671 -1.1772 -1.5274  0.0732
18 H 6.4004 -0.1345 0.5657  0.1160
19 H 5.8033 0.5454 -0.9460  0.1133
20 H 3.7296 -0.6339 -1.8393  0.1236
21 H 3.5412 0.8197 -0.8414  0.1186
22 H 2.1631 -1.8934 -0.4691  0.0998
23 H 2.1317 -0.6409 0.7346  0.1397
24 H 1.5714 1.9577 -0.6001  0.1047
25 H -0.0627 1.8734 -1.2421  0.1026
26 H 1.8835 2.6088 -2.8670  0.1114
27 H 2.2433 0.9006 -2.9891  0.0998
28 H 0.3642 2.2490 -4.5314  0.1129
29 H -0.6301 1.4188 -3.3448  0.1110
30 H 1.3365 0.0993 -4.8598  0.0820
31 H -0.9722 -0.5728 -1.9881  0.1187
32 H -1.1406 -0.3487 -0.2662  0.1091
33 H -0.0497 -2.6023 0.1257  0.1391
34 H 1.0123 -2.9553 -2.1495  0.0790
35 H -0.6201 -2.8675 -2.8666  0.0898
36 H -0.2106 -4.1920 -1.7763  0.0837
37 C -2.7108 -0.8391 2.4910  -0.0860
38 O -2.7414 0.1339 3.5379  -0.2010
39 P -4.1006 0.8832 3.8251  0.3307
40 O -5.2402 0.0462 4.2039  -0.2244
41 O -4.3889 1.7935 2.5464  -0.2177
42 C -5.4069 1.3972 1.6173  -0.0915
43 O -3.5768 1.9204 4.8865  -0.2033
44 C -4.5396 2.7881 5.4989  -0.0844
45 H -3.6190 -1.4432 2.4839  0.0944
46 H -2.5892 -0.3430 1.5274  0.0720
47 H -1.8569 -1.4868 2.6681  0.0912
48 H -6.3128 1.1050 2.1453  0.0841
49 H -5.0625 0.5690 0.9976  0.0838
50 H -5.6068 2.2580 0.9844  0.0867
51 H -5.0916 2.2470 6.2655  0.0906
52 H -5.2330 3.1881 4.7587  0.0864
53 H -3.9844 3.6059 5.9492  0.0886

Cartesian forces (eV/Å) of the 6 atoms listed first:
C -0.25 0.11 0.21
C 0.18 -0.10 -0.21
O -0.09 0.15 0.09
C 0.28 -0.19 0.05
C -0.08 -0.06 -0.09
B -0.07 0.15 -0.16

| no. | F_max (Eh/bohr) | highest occupied orbital energy (hartree) |
| --- | --- | --- |
| 1 | 0.049 | -0.2454 |
| 2 | 0.016 | -0.2865 |
| 3 | 0.009 | -0.3620 |